A cluster of 2 separate species, C3HIN2O in total in a non-equilibrium geometry, computed with ωB97M-V/def2-TZVPD.

Its relative energy (zero: lowest compared OMol25 entry of this formula, charge and spin) is 6.78 kcal/mol. For the frontier orbital gap (alpha / beta), the calculation gives 6.71 / 7.79 eV. The molecular weight is 207.96 g mol⁻¹. As for the energy: -597.1847 a.u. The calculation puts the largest force on an atom at 4.71 eV/Å. The expectation value of S² is 2.0208. Its spin multiplicity is 3.

Last column: Löwdin spin population.
CARTESIAN COORDINATES (ANGSTROEM)
C (-1.434, 2.143, -0.052)  0.11
C (-0.911, 0.911, -0.010)  0.39
C (1.380, 1.832, 0.078)  0.34
N (-2.070, 3.093, -0.014)  0.26
N (-0.800, -0.319, 0.044)  0.21
O (1.811, 2.885, 0.016)  0.16
I (2.572, 0.015, 0.009)  0.50
H (0.030, -0.748, 0.251)  0.03